C4H8N2OS | ωB97M-V with the def2-TZVPD basis set

Atoms and positions in Å:
S -0.930 0.066 2.693
O 0.174 -1.073 -0.842
N -0.715 -0.796 0.119
N 0.642 0.923 0.717
C 1.736 2.139 -1.005
C 0.819 1.316 -0.654
C -1.415 -2.114 0.394
C -0.252 0.037 1.122
H -0.424 -1.249 -1.643
H 0.788 1.589 1.549
H -0.534 -2.813 0.670
H -2.118 -1.770 1.216
H 1.738 2.557 -2.015
H -1.924 -2.306 -0.712
H 2.444 2.626 -0.474
H -0.029 0.867 -1.136

Calculated values
- energy above the lowest of the compared OMol25 structures with the same formula, charge and spin (eV) = 4.118
- strongest force on any atom (eV Å⁻¹) = 4.16
- HOMO-LUMO gap (eV) = 8.70
- HOMO energy (hartree) = -0.303
- charge = 0

C4H8N2OS | ωB97M-V with the def2-TZVPD basis set

Atoms and positions in Å:
S -0.366 0.664 0.646
O -2.922 0.233 0.296
N 0.569 1.138 -0.689
N -1.612 0.178 -0.227
C 1.876 -0.606 0.911
C 2.034 1.263 -0.562
C -3.880 0.448 -0.764
C 2.635 0.199 0.222
H 2.432 2.134 -0.110
H -3.530 -0.076 -1.608
H 3.731 0.297 0.102
H -0.020 0.708 -1.406
H 2.258 -1.370 1.590
H -4.795 -0.146 -0.502
H 2.255 1.327 -1.683
H -4.036 1.545 -0.727

Calculated values
- energy above the lowest of the compared OMol25 structures with the same formula, charge and spin (eV) = 7.886
- strongest force on any atom (eV Å⁻¹) = 4.43
- HOMO-LUMO gap (spin up / spin down) (eV) = 7.81 / 7.31
- HOMO energy (spin up / spin down) (hartree) = -0.290 / -0.279
- charge = 0

C4H8N2OS | ωB97M-V with the def2-TZVPD basis set

Atoms and positions in Å:
S -1.247 -0.942 -2.636
O -0.472 -2.030 0.555
N 1.500 0.138 -0.047
N 0.925 -0.111 -1.330
C -0.190 1.654 0.906
C 0.301 0.221 0.820
C -0.721 -0.710 0.135
C -0.324 -0.562 -1.334
H -0.484 2.040 -0.072
H -1.065 1.722 1.556
H 0.578 2.299 1.306
H -1.763 -0.428 0.275
H 1.430 0.167 -2.145
H -0.989 -2.613 -0.027
H 1.976 -0.684 0.226
H 0.545 -0.162 1.811

Calculated values
- energy above the lowest of the compared OMol25 structures with the same formula, charge and spin (eV) = 0.963
- strongest force on any atom (eV Å⁻¹) = 1.45
- HOMO-LUMO gap (eV) = 9.15
- HOMO energy (hartree) = -0.311
- charge = 0

C4H8N2OS | ωB97M-V with the def2-TZVPD basis set

Atoms and positions in Å:
S -2.325 -0.580 0.617
O -1.869 -0.263 -2.405
N -0.854 0.126 0.266
N -0.492 -0.309 -2.175
C -0.132 -0.176 -0.928
C 1.384 -0.044 -0.615
C 0.042 0.265 1.418
C 1.302 0.812 0.691
H -0.368 0.916 2.130
H 0.302 -0.785 1.820
H -2.296 -0.347 -1.533
H -1.835 -1.851 0.898
H 1.953 0.559 -1.366
H 1.776 -1.073 -0.457
H 1.158 1.907 0.376
H 2.254 0.844 1.263

Calculated values
- energy above the lowest of the compared OMol25 structures with the same formula, charge and spin (eV) = 2.763
- strongest force on any atom (eV Å⁻¹) = 3.52
- HOMO-LUMO gap (eV) = 9.37
- HOMO energy (hartree) = -0.323
- charge = 0

C4H8N2OS | ωB97M-V with the def2-TZVPD basis set

Atoms and positions in Å:
S 2.085 -2.377 -0.176
O 0.301 -0.619 -0.735
N -0.855 2.657 -0.061
N -0.566 0.399 -0.028
C -0.228 1.633 -0.559
C -1.550 2.451 1.187
C 1.110 -1.024 0.219
C -1.853 -0.482 -0.014
H -1.910 -1.348 0.951
H 0.359 1.500 -1.405
H -2.085 -1.194 -1.065
H -1.959 3.645 1.647
H -2.698 0.293 0.006
H -0.746 1.867 2.067
H 1.057 -0.493 1.203
H -2.716 1.854 0.917

Calculated values
- energy above the lowest of the compared OMol25 structures with the same formula, charge and spin (eV) = 7.757
- strongest force on any atom (eV Å⁻¹) = 5.66
- HOMO-LUMO gap (eV) = 8.78
- HOMO energy (hartree) = -0.325
- charge = 0

C4H8N2OS | ωB97M-V with the def2-TZVPD basis set

Atoms and positions in Å:
S 0.486 0.726 2.067
O 0.918 1.862 1.179
N 0.819 -0.715 -1.093
N -0.252 -0.404 1.104
C -1.027 0.998 -0.773
C 1.923 -0.033 -1.250
C -0.852 -1.471 1.610
C -0.423 -0.378 -0.414
H -0.574 1.704 -0.071
H -2.089 1.255 -0.839
H 2.695 -0.461 -1.865
H -1.047 -1.326 -0.647
H -0.670 -1.707 2.700
H -1.087 -2.298 0.950
H 1.975 0.969 -0.900
H -0.795 1.279 -1.758

Calculated values
- energy above the lowest of the compared OMol25 structures with the same formula, charge and spin (eV) = 4.538
- strongest force on any atom (eV Å⁻¹) = 4.19
- HOMO-LUMO gap (spin up / spin down) (eV) = 6.87 / 7.19
- HOMO energy (spin up / spin down) (hartree) = -0.265 / -0.269
- charge = 0

C4H8N2OS | ωB97M-V with the def2-TZVPD basis set

Atoms and positions in Å:
S 1.317 1.806 0.507
O -1.385 1.065 0.763
N 1.966 0.120 0.631
N 0.828 -0.856 -1.309
C -0.357 1.262 -0.177
C -0.308 0.133 -1.448
C -1.523 -0.481 1.138
C 1.647 -0.839 -0.405
H -1.352 -0.446 -1.518
H 2.383 -1.742 -0.511
H -0.722 2.098 -0.791
H -2.273 -0.109 2.253
H -2.153 -1.357 0.305
H 0.171 0.514 -2.403
H -0.332 -0.917 1.469
H 2.093 -0.252 1.494

Calculated values
- energy above the lowest of the compared OMol25 structures with the same formula, charge and spin (eV) = 6.431
- strongest force on any atom (eV Å⁻¹) = 4.84
- HOMO-LUMO gap (eV) = 9.22
- HOMO energy (hartree) = -0.321
- charge = 0

C4H8N2OS | ωB97M-V with the def2-TZVPD basis set

Atoms and positions in Å:
S 1.589 -0.655 -2.844
O -1.432 -0.731 1.800
N -1.609 1.494 0.411
N 2.242 -0.725 -0.309
C -1.098 -0.805 0.411
C -0.671 0.560 -0.043
C 0.346 0.810 -0.851
C 1.338 -0.233 -1.215
H -1.385 2.455 0.135
H 2.169 -0.531 0.706
H -1.982 -1.137 -0.217
H -2.069 1.345 1.293
H -0.611 -0.722 2.358
H 0.543 1.799 -1.266
H 2.942 -1.353 -0.651
H -0.312 -1.571 0.280

Calculated values
- energy above the lowest of the compared OMol25 structures with the same formula, charge and spin (eV) = 0.993
- strongest force on any atom (eV Å⁻¹) = 2.51
- HOMO-LUMO gap (eV) = 8.30
- HOMO energy (hartree) = -0.291
- charge = 0

C4H8N2OS | ωB97M-V with the def2-TZVPD basis set

Atoms and positions in Å:
S -0.112 -1.936 0.020
O -3.876 0.089 -0.809
N -1.819 0.817 0.103
N -0.584 0.569 0.728
C 1.658 0.134 0.896
C -2.836 0.304 -0.308
C 0.595 0.273 -1.464
C 0.404 -0.193 0.046
H -0.062 1.124 -1.745
H 1.490 -0.370 1.846
H -0.665 0.152 1.641
H 1.592 0.576 -1.696
H 2.576 -0.332 0.622
H 0.322 -0.490 -2.260
H -0.516 -1.881 1.312
H 1.832 1.164 1.069

Calculated values
- energy above the lowest of the compared OMol25 structures with the same formula, charge and spin (eV) = 2.136
- strongest force on any atom (eV Å⁻¹) = 2.72
- HOMO-LUMO gap (eV) = 9.64
- HOMO energy (hartree) = -0.337
- charge = 0

C4H8N2P | ωB97M-V with the def2-TZVPD basis set

Atoms and positions in Å:
P -0.171 -1.972 1.986
N 0.177 0.599 0.242
N -0.550 -0.561 2.474
C 0.086 -1.834 0.289
C 0.182 -0.522 -0.274
C -0.081 1.955 0.111
C 0.394 -0.506 -1.876
H -0.432 0.037 -2.147
H -1.063 2.098 0.751
H 1.389 -0.061 -1.991
H -0.647 -0.025 3.311
H 0.172 -1.523 -2.179
H -0.259 2.266 -0.841
H 0.722 2.623 0.554
H 0.082 -2.574 -0.410

Calculated values
- energy above the lowest of the compared OMol25 structures with the same formula, charge and spin (eV) = 4.918
- strongest force on any atom (eV Å⁻¹) = 4.56
- HOMO-LUMO gap (spin up / spin down) (eV) = 6.47 / 6.26
- HOMO energy (spin up / spin down) (hartree) = -0.507 / -0.501
- charge = +1

C4H8N2S | ωB97M-V with the def2-TZVPD basis set

Atoms and positions in Å:
S 0.131 0.948 -0.759
N -0.308 -0.645 -1.106
N -0.142 -1.480 1.255
C -0.206 -0.239 1.963
C -0.440 -1.481 -0.157
C 1.147 -0.806 1.636
C -0.410 1.596 -2.273
H 1.669 -0.064 1.011
H -0.580 -2.492 -0.554
H -1.597 1.827 -2.394
H 1.631 -1.391 2.463
H 0.033 1.235 -3.316
H -0.546 -0.272 3.041
H -0.418 0.669 1.430
H 0.036 2.596 -2.242

Calculated values
- energy above the lowest of the compared OMol25 structures with the same formula, charge and spin (eV) = 3.965
- strongest force on any atom (eV Å⁻¹) = 4.28
- HOMO-LUMO gap (eV) = 9.35
- HOMO energy (hartree) = -0.314
- charge = 0

C4H8N2S | ωB97M-V with the def2-TZVPD basis set

Atoms and positions in Å:
S 3.633 0.232 0.232
N 2.436 -0.932 -0.200
N 0.689 0.639 -0.190
C -0.695 0.896 -0.367
C 1.237 -0.616 -0.377
C -1.576 0.111 0.516
C -2.671 -0.566 0.209
H -1.170 0.156 1.561
H -0.966 0.596 -1.418
H 4.535 -0.683 0.428
H -3.377 -1.085 0.883
H -0.919 1.948 -0.200
H -2.909 -0.527 -0.825
H 0.507 -1.385 -0.674
H 1.245 1.217 0.419

Calculated values
- energy above the lowest of the compared OMol25 structures with the same formula, charge and spin (eV) = 2.276
- strongest force on any atom (eV Å⁻¹) = 2.98
- HOMO-LUMO gap (eV) = 9.26
- HOMO energy (hartree) = -0.306
- charge = 0

C4H8N2S | ωB97M-V with the def2-TZVPD basis set

Atoms and positions in Å:
S -1.559 1.487 1.796
N 0.839 -0.118 0.029
N -0.866 -1.639 -0.638
C 1.379 -0.058 -1.252
C -1.291 -0.397 1.419
C 2.300 0.811 -1.439
C -0.351 -0.812 0.214
H -0.847 -0.713 2.496
H 2.582 1.009 -2.514
H -2.277 -0.882 1.513
H 1.010 -0.767 -2.038
H 2.855 1.350 -0.492
H 0.559 1.075 0.301
H -2.637 1.690 0.985
H -1.695 -2.036 -0.381

Calculated values
- energy above the lowest of the compared OMol25 structures with the same formula, charge and spin (eV) = 3.613
- strongest force on any atom (eV Å⁻¹) = 5.31
- HOMO-LUMO gap (eV) = 9.43
- HOMO energy (hartree) = -0.323
- charge = 0

C4H8N2S | ωB97M-V with the def2-TZVPD basis set

Atoms and positions in Å:
S 1.251 -0.514 -0.006
N 0.615 1.060 0.002
N -1.832 0.598 0.004
C -0.624 1.360 -0.019
C 2.986 -0.051 0.002
C -1.923 -0.651 -0.734
C -1.920 -0.651 0.735
H 3.548 -0.954 0.018
H 3.239 0.529 0.896
H 3.240 0.507 -0.899
H -1.035 -1.027 1.259
H -0.845 2.420 0.005
H -2.849 -0.777 1.277
H -1.023 -1.057 -1.248
H -2.828 -0.792 -1.292

Calculated values
- energy above the lowest of the compared OMol25 structures with the same formula, charge and spin (eV) = 2.829
- strongest force on any atom (eV Å⁻¹) = 1.49
- HOMO-LUMO gap (eV) = 9.46
- HOMO energy (hartree) = -0.314
- charge = 0

C4H8N2S | ωB97M-V with the def2-TZVPD basis set

Atoms and positions in Å:
S 0.589 1.475 1.867
N -1.214 0.126 -0.199
N -0.909 1.986 1.384
C -1.519 1.262 0.481
C 0.210 -0.102 -0.352
C 0.657 -1.290 -1.168
C 0.968 -0.071 1.000
H -1.834 -0.270 -0.926
H 2.065 -0.045 0.937
H 0.557 0.806 -0.834
H -2.541 1.756 0.231
H 1.703 -1.046 -1.419
H 0.539 -2.245 -0.641
H 0.064 -1.429 -2.026
H 0.666 -0.913 1.667

Calculated values
- energy above the lowest of the compared OMol25 structures with the same formula, charge and spin (eV) = 1.572
- strongest force on any atom (eV Å⁻¹) = 4.71
- HOMO-LUMO gap (eV) = 8.37
- HOMO energy (hartree) = -0.279
- charge = 0